1.
DFT (the ωB97M-V functional and the def2-TZVPD basis) results for C45H53AsBrGeN8O2PRbS4 as an isolated structure in a non-equilibrium geometry.

relative energy (zero: lowest compared OMol25 entry of this formula, charge and spin) = 432.81 kJ/mol
net charge = -1
Kohn-Sham gap (spin up / spin down) = 0.13909 / 0.18330 hartree
largest force on an atom = 2.8 eV Å⁻¹
HOMO energy (spin up / spin down) = -3.70 / -3.60 eV

```
117
C45H53AsBrGeN8O2PRbS4 (the ωB97M-V functional and the def2-TZVPD basis)
Rb -1.38 0.02 0.70
C -0.47 1.46 4.43
O -0.43 0.40 3.50
C 0.87 -0.07 3.24
C 1.70 0.89 2.38
O 2.29 0.16 1.32
C 3.14 0.97 0.56
H 0.00 1.18 5.38
H -1.53 1.67 4.59
H 0.03 2.35 4.04
H 0.76 -0.99 2.67
H 1.39 -0.29 4.18
H 2.50 1.38 2.96
H 1.04 1.66 1.97
H 3.96 1.37 1.18
H 2.60 1.82 0.13
H 3.56 0.36 -0.24
N -1.53 2.45 -3.57
C -2.62 2.32 -2.72
C -3.78 3.05 -3.05
C -4.90 2.87 -2.27
C -4.85 1.97 -1.21
C -3.65 1.31 -0.98
N -2.56 1.48 -1.70
C -0.34 1.77 -3.59
C 0.43 1.85 -4.77
C 1.60 1.14 -4.84
C 1.99 0.37 -3.74
C 1.18 0.38 -2.62
N 0.04 1.06 -2.54
H -1.70 3.04 -4.37
H -3.78 3.71 -3.90
H -5.81 3.41 -2.50
H -5.71 1.79 -0.59
H -3.58 0.58 -0.19
H 0.09 2.45 -5.60
H 2.21 1.16 -5.74
H 2.90 -0.20 -3.77
H 1.43 -0.19 -1.74
S -3.82 -0.17 4.99
As -4.59 0.42 3.08
S -3.57 2.17 2.40
S -4.41 -1.23 1.72
S -6.66 0.91 3.31
Br -2.49 -6.46 4.79
C -2.01 -4.91 3.79
C -2.10 -3.66 4.36
C -1.69 -2.58 3.58
N -1.23 -2.70 2.35
C -1.18 -3.91 1.81
C -1.55 -5.06 2.49
H -2.47 -3.51 5.36
H -1.74 -1.58 3.99
H -0.82 -3.96 0.80
H -1.48 -6.03 2.03
N 0.31 -2.52 -1.03
C 0.68 -3.32 -1.77
C 1.16 -4.28 -2.68
C 0.45 -5.46 -2.93
C 0.97 -6.39 -3.80
C 2.18 -6.17 -4.44
C 2.88 -4.99 -4.20
C 2.38 -4.05 -3.33
H -0.49 -5.63 -2.43
H 0.43 -7.31 -3.99
H 2.58 -6.90 -5.12
H 3.82 -4.81 -4.70
H 2.92 -3.13 -3.13
Ge 0.14 3.68 0.23
C 1.80 4.41 1.16
C 1.92 4.38 2.55
C 3.11 4.69 3.18
C 4.23 5.02 2.43
C 4.13 5.08 1.05
C 2.93 4.77 0.43
C -0.90 5.33 -0.26
C -0.45 6.34 -1.09
C -1.28 7.40 -1.42
C -2.58 7.45 -0.94
C -3.03 6.44 -0.10
C -2.20 5.39 0.23
H -0.64 3.46 1.58
H 1.06 4.12 3.15
H 3.18 4.67 4.26
H 5.17 5.22 2.92
H 4.99 5.37 0.46
H 2.86 4.80 -0.65
H 0.56 6.31 -1.47
H -0.91 8.20 -2.06
H -3.23 8.27 -1.21
H -4.04 6.48 0.30
H -2.55 4.61 0.89
N -1.59 -3.26 -4.82
C -2.20 -3.13 -3.60
C -2.24 -1.90 -2.92
N -2.87 -1.77 -1.78
C -3.50 -2.83 -1.29
C -3.46 -4.05 -1.95
N -2.80 -4.21 -3.10
H -0.89 -2.58 -5.06
H -1.43 -4.21 -5.13
H -1.74 -1.03 -3.31
H -4.02 -2.70 -0.36
H -3.96 -4.93 -1.57
C 3.67 -4.29 3.76
P 3.08 -2.71 2.97
C 4.64 -1.73 3.16
C 3.31 -3.21 1.20
H 4.60 -4.66 3.31
H 2.90 -5.04 3.65
H 3.83 -4.12 4.82
H 5.53 -2.31 2.92
H 4.72 -1.38 4.19
H 4.58 -0.87 2.50
H 4.30 -3.63 1.02
H 3.15 -2.32 0.60
H 2.56 -3.94 0.93
```

Mulliken population analysis, charges in e, atoms 1 to 2:
1. Rb 0.72
2. C -0.42

=====

2.
DFT (the ωB97M-V functional and the def2-TZVPD basis) results for C45H53Br2N7O3P2TaTe as an isolated structure in a non-equilibrium geometry.

relative energy (zero: lowest compared OMol25 entry of this formula, charge and spin) = 38.47 kJ/mol
net charge = +1
Kohn-Sham gap = 0.23466 hartree
largest force on an atom = 2.2 eV Å⁻¹
HOMO energy = -9.94 eV

```
114
C45H53Br2N7O3P2TaTe (the ωB97M-V functional and the def2-TZVPD basis)
Ta 0.87 -0.13 0.07
C 1.82 0.91 4.91
C 1.92 1.38 3.46
C 2.59 2.76 3.29
P 0.23 1.18 2.56
C -1.15 0.68 3.65
C -1.81 1.77 4.51
C -1.01 -0.58 4.56
C -0.16 2.81 1.92
C -0.45 3.96 2.69
C -0.76 5.13 2.05
C -0.89 5.20 0.67
C -0.64 4.06 -0.06
C -0.24 2.85 0.53
N 0.03 1.70 -0.23
C 0.16 1.96 -1.63
C 1.15 2.77 -2.10
C 1.25 2.96 -3.46
C 0.41 2.38 -4.35
C -0.60 1.49 -3.88
C -0.71 1.26 -2.50
P -1.77 0.12 -1.58
C -2.53 -1.05 -2.83
C -3.40 -0.50 -3.97
C -1.38 -1.91 -3.37
C -3.08 1.31 -0.98
C -3.25 2.51 -1.95
C -4.47 0.64 -0.93
H 2.74 1.13 5.41
H 1.62 -0.16 4.98
H 1.01 1.40 5.49
H 2.54 0.70 2.89
H 2.38 3.24 2.34
H 3.68 2.60 3.38
H 2.32 3.52 4.00
H -1.90 0.45 2.88
H -1.15 2.04 5.33
H -2.76 1.44 4.89
H -1.99 2.70 3.99
H -0.57 -0.35 5.57
H -0.42 -1.35 4.07
H -1.99 -1.00 4.75
H -0.39 3.84 3.77
H -1.01 6.04 2.59
H -1.08 6.15 0.20
H -0.70 4.17 -1.14
H 1.82 3.15 -1.37
H 2.01 3.63 -3.78
H 0.54 2.59 -5.41
H -1.25 1.13 -4.62
H -3.19 -1.67 -2.22
H -3.96 -1.37 -4.35
H -2.79 -0.14 -4.79
H -4.19 0.22 -3.72
H -0.50 -1.27 -3.67
H -1.75 -2.46 -4.24
H -1.00 -2.63 -2.66
H -2.75 1.62 0.03
H -3.60 2.12 -2.91
H -2.39 3.15 -2.12
H -4.09 3.08 -1.50
H -4.97 0.85 -1.88
H -5.20 1.12 -0.23
H -4.50 -0.44 -0.78
C -3.62 -1.16 1.79
C -2.55 -2.15 2.12
C -3.02 -3.31 2.80
C -2.13 -4.29 3.12
C -0.79 -4.13 2.72
C 0.24 -5.06 3.07
Br -0.17 -6.74 3.89
C 1.52 -4.76 2.84
C 1.89 -3.55 2.21
Br 3.74 -3.33 1.93
C 1.01 -2.56 1.87
O 1.39 -1.35 1.46
C -0.39 -2.90 2.03
N -1.30 -1.95 1.74
H -4.18 -0.77 2.65
H -4.36 -1.67 1.17
H -3.22 -0.33 1.27
H -4.04 -3.37 3.07
H -2.43 -5.16 3.68
H 2.31 -5.46 3.09
N 4.51 -0.22 1.28
C 3.91 0.85 0.76
O 2.61 0.83 0.52
C 4.63 2.03 0.60
C 4.01 3.19 0.11
N 3.32 4.06 -0.19
C 6.03 1.94 0.82
N 7.14 1.69 1.00
H 5.51 -0.26 1.34
H 4.09 -1.11 1.25
Te 2.79 -0.39 -2.10
C 2.20 -0.98 -4.02
C 1.73 -2.30 -4.33
C 1.60 -2.73 -5.62
C 1.88 -1.87 -6.69
C 2.33 -0.60 -6.41
C 2.50 -0.15 -5.08
H 1.51 -2.95 -3.52
H 1.27 -3.73 -5.77
H 1.69 -2.21 -7.72
H 2.61 0.05 -7.26
H 2.86 0.84 -4.91
N -0.18 -4.18 -1.04
C 0.72 -3.21 -0.98
N 2.01 -3.42 -1.15
O 0.28 -2.05 -0.68
H 0.00 -5.15 -1.32
H -1.12 -3.92 -0.73
H 2.36 -4.27 -1.55
H 2.59 -2.59 -1.31
```

Mulliken population analysis, charges in e, atoms 1 to 2:
1. Ta -0.14
2. C -1.50

=====

- Which value of relative energy (zero: lowest compared OMol25 entry of this formula, charge and spin) does entry 1 give?
  432.81 kJ/mol